Computed, not measured: 2 unconnected molecules or ions with the total composition C5H5NO, with ωB97M-V with the def2-TZVPD basis set.

ORCA input file:
```
! RIJCOSX wB97M-V def2-TZVPD def2/J DEFGRID3
* xyz 0 1
O -0.18 0.94 2.10
C -0.19 1.43 1.03
C -0.16 2.19 -0.03
C -0.22 2.11 -1.35
C -0.38 -1.02 -0.56
C 0.74 -1.80 0.21
N -0.66 -1.86 0.38
H -0.16 3.00 -1.99
H -0.34 1.14 -1.84
H 1.32 -1.27 0.96
H 1.23 -2.65 -0.27
H -1.42 -2.22 0.95
*
```

The largest force on an atom is 0.9 eV/Å. The calculation puts the lowest unoccupied orbital energy at -0.258 eV. The value obtained for the orbital gap is 8.53 eV.